# 1
{
  "formula": "CH5N3S2",
  "method": "ωB97M-V/def2-TZVPD",
  "species": ["C", "H", "H", "H", "H", "H", "N", "N", "N", "S", "S"],
  "xyz": [[-0.080, 0.192, -0.278], [2.166, 0.723, 1.053], [1.165, -1.498, 0.827], [0.950, 1.717, 0.292], [-1.088, -1.585, -0.491], [-3.085, 0.671, -1.030], [1.100, -0.797, -0.236], [0.056, 1.447, -0.123], [-1.146, -0.603, -0.108], [2.706, -0.138, -0.025], [-2.743, -0.130, 0.120]],
  "lowdin_charge": [-0.642, -0.073, 0.172, -0.014, 0.109, -0.090, -0.473, 0.111, -0.446, 0.633, 0.713],
  "max_force_ev_per_a": 5.314,
  "de_lowest_ev": 2.4123,
  "orbital_gap_ev": 9.5,
  "total_charge": 0,
  "homo_ev": -9.3754,
  "total_energy_ha": -1001.6286
}

=====

# 2
{
  "formula": "C20H25NOS2V",
  "method": "ωB97M-V/def2-TZVPD",
  "species": ["V", "C", "C", "C", "C", "C", "C", "C", "C", "S", "C", "N", "C", "C", "C", "C", "C", "C", "C", "C", "H", "H", "H", "H", "H", "H", "H", "H", "H", "H", "H", "H", "H", "H", "H", "H", "C", "S", "C", "H", "H", "H", "H", "H", "H", "C", "O", "H", "H", "H"],
  "xyz": [[-0.011, 1.665, -0.375], [1.914, -4.941, -0.391], [0.879, -4.147, -1.200], [1.623, -3.278, -2.215], [-0.023, -5.121, -1.970], [0.032, -3.312, -0.243], [-0.747, -3.968, 0.730], [-1.518, -3.284, 1.644], [-1.522, -1.894, 1.590], [-2.349, -0.738, 2.588], [-1.637, 0.543, 1.669], [-0.864, 0.152, 0.691], [-0.766, -1.221, 0.628], [0.016, -1.930, -0.286], [-1.833, 1.973, 1.903], [-2.658, 2.444, 2.921], [-2.801, 3.809, 3.094], [-2.120, 4.672, 2.246], [-1.309, 4.174, 1.229], [-1.124, 2.809, 1.011], [2.524, -5.551, -1.060], [1.437, -5.606, 0.329], [2.574, -4.267, 0.157], [2.201, -3.918, -2.884], [2.318, -2.592, -1.729], [0.933, -2.695, -2.827], [0.576, -5.715, -2.662], [-0.775, -4.580, -2.546], [-0.540, -5.809, -1.302], [-0.740, -5.049, 0.774], [-2.100, -3.816, 2.384], [0.611, -1.374, -0.997], [-3.184, 1.757, 3.576], [-3.434, 4.198, 3.880], [-2.227, 5.742, 2.378], [-0.799, 4.892, 0.591], [1.821, 4.308, -1.523], [0.600, 3.257, -2.328], [-0.695, 4.467, -2.672], [2.251, 5.007, -2.238], [2.583, 3.634, -1.137], [1.367, 4.843, -0.690], [-1.056, 4.923, -1.752], [-1.517, 3.943, -3.155], [-0.317, 5.231, -3.349], [2.497, 1.269, 1.136], [1.807, 1.424, -0.055], [2.293, 0.291, 1.607], [2.228, 2.048, 1.867], [3.581, 1.330, 0.966]],
  "lowdin_charge": [0.661, -0.044, -0.562, -0.065, -0.047, -0.163, -0.034, -0.071, -0.454, 1.132, -0.509, -0.027, -0.275, 0.053, -0.264, -0.062, -0.095, -0.093, -0.126, -0.137, 0.085, 0.077, 0.092, 0.086, 0.088, 0.089, 0.085, 0.091, 0.075, 0.108, 0.110, 0.104, 0.092, 0.099, 0.098, 0.070, -0.365, 0.769, -0.375, 0.041, 0.032, 0.040, 0.027, 0.038, 0.040, -0.252, -0.468, 0.067, 0.073, 0.067],
  "max_force_ev_per_a": 0.944,
  "spin_multiplicity": 4,
  "de_lowest_ev": 0.4252,
  "orbital_gap_ev": [6.4, 8.3],
  "total_charge": 0,
  "homo_ev": [-6.3180, -8.2123],
  "total_energy_ha": -2647.4852
}

=====

# 3
{
  "formula": "C20H23N5OS",
  "method": "ωB97M-V/def2-TZVPD",
  "species": ["C", "C", "H", "C", "N", "C", "N", "N", "C", "C", "C", "C", "C", "N", "C", "H", "H", "H", "H", "S", "C", "H", "H", "C", "O", "N", "C", "H", "H", "C", "C", "C", "C", "C", "C", "C", "H", "H", "H", "H", "H", "H", "H", "H", "H", "H", "H", "H", "H", "H"],
  "xyz": [[-2.810, -0.422, -3.375], [-3.692, 0.128, -2.261], [-3.403, 1.160, -2.053], [-3.608, -0.700, -0.973], [-2.340, -0.547, -0.307], [-1.279, -1.387, -0.453], [-0.250, -0.972, 0.239], [-0.617, 0.154, 0.854], [-1.864, 0.426, 0.544], [-2.543, 1.568, 1.126], [-1.911, 2.201, 2.204], [-2.513, 3.289, 2.803], [-3.741, 3.714, 2.313], [-4.343, 3.137, 1.290], [-3.763, 2.103, 0.709], [-4.311, 1.709, -0.134], [-4.265, 4.553, 2.752], [-2.046, 3.793, 3.634], [-0.960, 1.820, 2.543], [-1.284, -2.826, -1.423], [0.519, -2.988, -1.557], [0.689, -3.741, -2.327], [0.915, -3.325, -0.600], [1.105, -1.646, -1.995], [0.587, -0.971, -2.859], [2.261, -1.334, -1.383], [2.890, -0.043, -1.545], [2.395, 0.451, -2.383], [3.948, -0.195, -1.788], [2.761, 0.801, -0.268], [3.472, 0.132, 0.874], [2.770, -0.685, 1.751], [3.430, -1.346, 2.773], [4.798, -1.198, 2.929], [5.504, -0.384, 2.059], [4.845, 0.274, 1.037], [5.400, 0.911, 0.361], [6.571, -0.262, 2.179], [5.312, -1.712, 3.728], [2.874, -1.977, 3.453], [1.702, -0.789, 1.632], [3.189, 1.786, -0.460], [1.703, 0.913, -0.026], [2.537, -1.846, -0.559], [-4.402, -0.420, -0.275], [-3.719, -1.762, -1.215], [-4.735, 0.127, -2.587], [-2.940, 0.173, -4.276], [-1.757, -0.392, -3.107], [-3.077, -1.452, -3.602]],
  "lowdin_charge": [-0.106, -0.224, 0.103, -0.159, 0.018, -0.605, 0.029, 0.079, -0.228, -0.116, -0.010, -0.050, -0.149, 0.062, -0.097, 0.092, 0.104, 0.103, 0.110, 1.003, -0.346, 0.089, 0.078, -0.589, 0.038, 0.070, -0.155, 0.120, 0.122, -0.127, -0.244, -0.052, -0.082, -0.099, -0.089, -0.048, 0.112, 0.100, 0.098, 0.101, 0.080, 0.118, 0.095, 0.127, 0.121, 0.105, 0.113, 0.075, 0.045, 0.068],
  "max_force_ev_per_a": 1.102,
  "de_lowest_ev": 0.5507,
  "orbital_gap_ev": 8.8,
  "total_charge": 0,
  "homo_ev": -8.3583,
  "smiles": "CCCn1c(SCC(=O)NCCc2ccccc2)nnc1-c1cccnc1",
  "total_energy_ha": -1523.1585
}

=====

# 4
{
  "formula": "C5H6",
  "method": "ωB97M-V/def2-TZVPD",
  "species": ["C", "C", "C", "C", "C", "H", "H", "H", "H", "H", "H"],
  "xyz": [[1.497, -0.093, 0.333], [1.919, -1.127, 0.915], [0.931, 0.977, -0.642], [0.193, 0.503, 0.478], [-1.445, -0.785, 0.109], [1.294, 1.962, -0.715], [0.763, 0.540, -1.611], [-0.036, 1.061, 1.333], [-0.993, -1.763, -0.200], [-1.930, -0.382, -0.865], [-2.193, -0.892, 0.865]],
  "lowdin_charge": [-0.378, 0.178, -0.055, -0.166, 0.041, 0.094, 0.108, 0.095, 0.035, 0.048, -0.003],
  "max_force_ev_per_a": 6.416,
  "de_lowest_ev": 6.3377,
  "orbital_gap_ev": 9.7,
  "total_charge": 0,
  "homo_ev": -9.5014,
  "total_energy_ha": -193.8476
}

=====

Q: What is the formula in the third record?
A: C20H23N5OS